ORCA calculation (ωB97M-V/def2-TZVPD) on C2H5N2P in the gas phase in a non-equilibrium geometry.

Geometry (Å):
C (-1.321, -0.201, 1.084)
C (-0.091, 0.373, -0.190)
N (-1.857, 0.568, 1.907)
N (1.034, -0.110, -0.140)
P (2.360, 0.183, -1.158)
H (-1.328, -1.213, 1.047)
H (-0.464, 0.942, -1.122)
H (-2.605, 0.156, 2.435)
H (2.567, -1.109, -1.576)
H (1.705, 0.409, -2.287)

Results
- Gap between HOMO and LUMO: 9.932 eV
- Relative energy (zero: lowest compared OMol25 entry of this formula, charge and spin): 56.4 kcal per mole
- HOMO energy: -8.936 eV
- LUMO energy: 1.0 eV
- F_max: 0.1090 Eh/bohr
- Calculated total energy: -14420.7429 eV
- Total charge: 0

ORCA calculation (ωB97M-V/def2-TZVPD) on C3H2O2Pm as an isolated structure in a non-equilibrium geometry.

Geometry (Å):
H (2.908, -2.396, 3.542)
O (-2.304, 3.527, -1.331)
H (-2.076, 4.034, -2.128)
C (2.240, -1.633, 3.177)
C (1.511, -0.732, 2.786)
O (-1.280, 2.417, 0.287)
C (-1.281, 3.034, -0.748)
Pm (0.112, 1.241, 2.016)

Results
- Gap between HOMO and LUMO (spin up / spin down): 5.632 / 7.235 eV
- 2S+1: 6
- Relative energy (zero: lowest compared OMol25 entry of this formula, charge and spin): 52.7 kcal per mole
- HOMO energy (spin up / spin down): -17.513 / -17.721 eV
- LUMO energy (spin up / spin down): -11.9 / -10.5 eV
- F_max: 0.0613 Eh/bohr
- Calculated total energy: -23769.2683 eV
- Total charge: +2

ORCA calculation (ωB97M-V/def2-TZVPD) on a 3-piece molecular cluster, C3H9N3O2 overall in a non-equilibrium geometry.

Geometry (Å):
C (0.554, -0.085, 1.274)
N (-0.659, 0.569, 1.625)
N (1.193, -1.922, 0.197)
O (0.465, -2.818, 0.184)
H (-0.922, 0.479, 2.596)
H (-0.704, 1.539, 1.346)
H (1.439, 0.534, 1.123)
H (0.783, -0.821, 2.037)
C (0.241, 1.297, -1.329)
C (0.077, -0.167, -0.985)
N (-1.236, -0.625, -0.992)
O (1.023, -0.961, -1.409)
H (-1.746, -0.368, -0.150)
H (-1.347, -1.609, -1.195)
H (1.236, 1.648, -1.064)
H (-0.513, 1.919, -0.847)
H (0.117, 1.390, -2.410)

Results
- Gap between HOMO and LUMO (spin up / spin down): 8.031 / 7.416 eV
- Relative energy (zero: lowest compared OMol25 entry of this formula, charge and spin): 156.9 kcal per mole
- HOMO energy (spin up / spin down): -7.454 / -7.389 eV
- LUMO energy (spin up / spin down): 0.6 / 0.0 eV
- F_max: 0.0556 Eh/bohr
- Calculated total energy: -11817.2534 eV
- Total charge: 0

ORCA calculation (ωB97M-V/def2-TZVPD) on C2H5OS as an isolated structure in a non-equilibrium geometry.

Geometry (Å):
C (1.018, -0.973, -0.185)
S (-0.527, -0.725, -1.036)
H (0.914, -0.646, 0.859)
H (1.196, -2.053, -0.203)
H (1.862, -0.485, -0.691)
O (-0.274, 1.090, 1.210)
C (-1.074, 1.097, 0.223)
H (-0.965, 1.850, -0.573)
H (-2.151, 0.845, 0.396)

Results
- Gap between HOMO and LUMO: 7.115 eV
- Relative energy (zero: lowest compared OMol25 entry of this formula, charge and spin): 19.2 kcal per mole
- HOMO energy: -2.924 eV
- LUMO energy: 4.2 eV
- F_max: 0.0233 Eh/bohr
- Calculated total energy: -15037.7404 eV
- Total charge: -1

ORCA calculation (ωB97M-V/def2-TZVPD) on C27H41F6N4O8S3SbTi as an isolated structure.

Geometry (Å):
Ti (0.238, -1.027, 0.075)
C (-1.325, -0.186, -2.570)
N (-0.954, -1.430, -1.852)
C (-2.183, -2.198, -1.585)
C (0.013, -2.130, -2.686)
C (-0.337, -2.978, -3.718)
C (0.658, -3.546, -4.508)
C (1.987, -3.242, -4.254)
C (2.343, -2.384, -3.222)
C (1.351, -1.825, -2.418)
N (1.571, -0.982, -1.318)
C (2.910, -0.564, -1.053)
C (3.863, -1.502, -0.677)
C (5.169, -1.126, -0.397)
C (5.508, 0.215, -0.458)
C (4.565, 1.158, -0.845)
C (3.267, 0.786, -1.174)
N (2.301, 1.721, -1.618)
C (2.509, 3.093, -1.221)
C (1.988, 1.616, -3.031)
H (-1.673, -0.448, -3.574)
H (-0.455, 0.462, -2.638)
H (-2.112, 0.326, -2.026)
H (-2.778, -1.647, -0.858)
H (-1.922, -3.173, -1.184)
H (-2.775, -2.312, -2.499)
H (-1.378, -3.208, -3.904)
H (0.390, -4.229, -5.304)
H (2.788, -3.691, -4.829)
H (3.402, -2.242, -3.035)
H (3.575, -2.543, -0.626)
H (5.895, -1.895, -0.170)
H (6.520, 0.534, -0.240)
H (4.852, 2.199, -0.911)
H (1.589, 3.649, -1.405)
H (2.710, 3.142, -0.153)
H (3.333, 3.583, -1.771)
H (2.799, 2.020, -3.661)
H (1.076, 2.181, -3.242)
H (1.831, 0.577, -3.315)
F (-1.219, -2.761, 5.004)
C (-1.221, -1.864, 4.005)
F (-2.204, -0.990, 4.242)
F (-0.064, -1.224, 4.009)
S (-1.520, -2.727, 2.399)
O (-1.464, -1.623, 1.428)
O (-2.809, -3.327, 2.581)
N (-0.358, -3.750, 2.275)
S (0.846, -3.432, 1.209)
O (0.137, -3.119, -0.121)
O (1.325, -1.994, 1.503)
C (5.711, -3.440, -3.416)
F (6.922, -2.723, -3.223)
F (6.080, -4.699, -2.868)
F (5.821, -3.740, -4.812)
O (0.934, 0.463, 1.168)
S (-0.260, 1.421, 1.030)
O (0.109, 2.700, 0.492)
O (-1.012, 1.469, 2.259)
O (-1.002, 0.571, -0.021)
C (-2.733, 3.450, -1.159)
C (-3.403, 3.116, 0.171)
C (-4.252, 4.278, 0.668)
Sb (-4.363, 1.166, 0.022)
C (-6.507, 1.658, -0.013)
C (-6.828, 2.344, -1.340)
C (-7.143, 2.402, 1.155)
C (-4.139, 0.501, 2.070)
C (-5.089, -0.660, 2.346)
C (-4.203, 1.576, 3.147)
H (-2.156, 4.377, -1.073)
H (-3.472, 3.584, -1.958)
H (-2.037, 2.665, -1.460)
H (-2.618, 2.926, 0.906)
H (-5.072, 4.508, -0.017)
H (-3.634, 5.180, 0.746)
H (-4.679, 4.084, 1.652)
H (-6.945, 0.653, -0.046)
H (-6.391, 3.344, -1.388)
H (-7.911, 2.456, -1.475)
H (-6.441, 1.778, -2.191)
H (-6.741, 3.410, 1.263)
H (-6.993, 1.882, 2.100)
H (-8.226, 2.500, 0.999)
H (-3.118, 0.118, 2.053)
H (-6.137, -0.344, 2.337)
H (-4.880, -1.097, 3.327)
H (-4.971, -1.462, 1.613)
H (-5.180, 2.064, 3.197)
H (-3.435, 2.334, 2.992)
H (-4.009, 1.123, 4.126)

Results
- Gap between HOMO and LUMO: 5.792 eV
- Relative energy (zero: lowest compared OMol25 entry of this formula, charge and spin): 14.1 kcal per mole
- HOMO energy: -1.875 eV
- LUMO energy: 3.9 eV
- F_max: 0.0042 Eh/bohr
- Calculated total energy: -129473.2014 eV
- Total charge: -2

ORCA calculation (ωB97M-V/def2-TZVPD) on a 2-piece molecular cluster, C4H12NO overall in a non-equilibrium geometry.

Geometry (Å):
C (-0.842, -2.112, -0.360)
C (-1.128, -0.756, -1.086)
C (-0.682, 0.433, -0.146)
C (0.750, 0.117, 1.704)
N (-0.447, -0.010, 1.190)
H (-0.146, -2.218, 0.410)
H (-0.649, -2.913, -1.055)
H (-1.699, -2.272, 0.201)
H (-2.157, -0.595, -1.312)
H (-0.573, -0.945, -2.057)
H (-1.528, 1.224, -0.027)
H (0.153, 1.164, -0.551)
H (1.613, 0.573, 1.066)
H (1.027, -0.123, 2.762)
H (-1.233, -0.254, 1.822)
H (2.561, 3.628, -0.517)
H (2.356, 2.409, -1.498)
O (2.623, 2.651, -0.546)

Results
- Gap between HOMO and LUMO: 9.797 eV
- Relative energy (zero: lowest compared OMol25 entry of this formula, charge and spin): 63.2 kcal per mole
- HOMO energy: -15.008 eV
- LUMO energy: -5.2 eV
- F_max: 0.0858 Eh/bohr
- Calculated total energy: -7871.5504 eV
- Total charge: +1

ORCA calculation (ωB97M-V/def2-TZVPD) on CH5N3S in the gas phase in a non-equilibrium geometry.

Geometry (Å):
C (0.026, 0.783, -0.060)
H (2.831, -0.421, -0.186)
H (1.827, -0.606, 0.758)
H (-0.407, 1.688, 0.164)
H (-0.858, -1.082, -0.645)
H (-3.211, -0.119, 0.866)
N (1.758, -0.622, -0.341)
N (1.276, 0.693, -0.361)
N (-0.867, -0.317, 0.178)
S (-2.374, 0.002, -0.373)

Results
- Gap between HOMO and LUMO: 9.941 eV
- Relative energy (zero: lowest compared OMol25 entry of this formula, charge and spin): 83.6 kcal per mole
- HOMO energy: -9.218 eV
- LUMO energy: 0.7 eV
- F_max: 0.1159 Eh/bohr
- Calculated total energy: -16419.6935 eV
- Total charge: 0

ORCA calculation (ωB97M-V/def2-TZVPD) on C5H13NO in the gas phase in a non-equilibrium geometry.

Geometry (Å):
C (0.372, 2.283, -0.460)
N (0.100, 0.961, -0.987)
C (-1.858, -1.340, -0.667)
C (-1.004, -0.736, 0.425)
C (0.369, -0.297, -0.136)
C (1.456, -0.182, 0.869)
O (2.300, -1.368, 1.233)
H (-0.592, 2.809, -0.255)
H (1.132, 2.324, 0.478)
H (1.108, 2.781, -1.253)
H (-0.852, 0.841, -1.285)
H (-2.254, -2.304, -0.312)
H (-1.128, -1.534, -1.429)
H (-2.545, -0.689, -1.158)
H (-0.754, -1.563, 1.125)
H (-1.526, 0.101, 0.838)
H (0.514, -0.909, -1.049)
H (2.131, 0.455, 0.270)
H (1.177, 0.344, 1.871)
H (1.853, -1.978, 1.882)

Results
- Gap between HOMO and LUMO: 9.305 eV
- Relative energy (zero: lowest compared OMol25 entry of this formula, charge and spin): 73.2 kcal per mole
- HOMO energy: -8.436 eV
- LUMO energy: 0.9 eV
- F_max: 0.0713 Eh/bohr
- Calculated total energy: -8930.8381 eV
- Total charge: 0